{
  "formula": "C41H43BrF49N3O7PS",
  "method": "ωB97M-V/def2-TZVPD",
  "e_homo_ev": -11.1,
  "e_tot_ev": -285333.186,
  "largest_force_ev_per_a": 1.34,
  "orbital_gap_ev": 7.72,
  "lumo_ev": -3.4,
  "charge": 1,
  "symbols": ["C", "C", "C", "N", "O", "C", "N", "C", "C", "C", "O", "C", "C", "S", "C", "C", "C", "C", "P", "O", "Br", "N", "C", "F", "F", "C", "F", "F", "C", "F", "F", "C", "F", "F", "C", "F", "F", "C", "F", "F", "C", "F", "F", "C", "F", "F", "F", "H", "H", "H", "H", "H", "H", "H", "H", "H", "H", "H", "H", "H", "H", "H", "H", "H", "H", "H", "H", "H", "H", "H", "H", "H", "H", "H", "C", "C", "C", "F", "F", "F", "F", "O", "C", "C", "F", "F", "F", "F", "H", "H", "H", "H", "C", "C", "C", "F", "F", "F", "F", "O", "C", "C", "F", "F", "F", "F", "H", "H", "H", "H", "C", "C", "C", "F", "F", "F", "F", "O", "C", "C", "F", "F", "F", "F", "H", "H", "H", "H", "C", "C", "C", "F", "F", "F", "F", "O", "C", "C", "F", "F", "F", "F", "H", "H", "H", "H"],
  "positions_angstrom": [[-1.07337, 4.12670, 3.68561], [-1.12342, 2.81167, 2.86764], [-1.22232, 3.19238, 1.38335], [-1.03571, 2.03247, 0.47629], [-0.28501, 0.99067, 0.93421], [-1.54315, 1.92214, -0.71386], [-2.40395, 2.93054, -1.11410], [-1.94828, 3.64943, -2.32856], [-2.15190, 5.17114, -2.18266], [-0.84089, 5.96140, -2.03606], [-1.02393, 7.05962, -1.14994], [-3.79079, 2.34802, -1.15216], [-4.77541, 3.13811, -2.01370], [-6.46388, 3.21163, -1.31423], [-6.85012, 1.56015, -0.67895], [-6.45097, 1.30528, 0.78294], [-3.73370, 0.84476, -1.50578], [-2.47854, 0.50916, -2.34704], [-2.58684, -1.28330, -2.90210], [-3.24928, -1.86614, -1.52728], [-4.34848, -1.07212, -4.25782], [-1.29238, 0.76052, -1.47460], [0.00957, 0.74504, -2.12678], [0.73758, 1.81836, -1.70856], [-0.13709, 0.86832, -3.45891], [0.87274, -0.54867, -1.88532], [0.45095, -1.47865, -2.75740], [0.66981, -1.04579, -0.65366], [2.40765, -0.34954, -2.14648], [2.58244, 0.54008, -3.13243], [2.88920, -1.52542, -2.58651], [3.27347, 0.08721, -0.91083], [2.49704, 0.75100, -0.01640], [4.20173, 0.95520, -1.32977], [3.98407, -1.07447, -0.14368], [3.18674, -2.16046, -0.06632], [4.15541, -0.63199, 1.12184], [5.40752, -1.45171, -0.67648], [5.49728, -1.36207, -2.00853], [6.25832, -0.55093, -0.15001], [5.88623, -2.84961, -0.18475], [7.21078, -2.88112, -0.41066], [5.68856, -2.95705, 1.13206], [5.25063, -4.09335, -0.92675], [6.20310, -4.85412, -1.43516], [4.57733, -4.82036, -0.04046], [4.40651, -3.73705, -1.88363], [-0.94317, 5.00774, 3.05481], [-1.96510, 4.26284, 4.29517], [-0.23101, 4.08832, 4.37821], [-0.21668, 2.25821, 3.08035], [-2.01243, 2.23505, 3.12056], [-2.19393, 3.64791, 1.21736], [-0.42689, 3.90629, 1.14924], [0.56386, 1.37010, 1.21276], [-2.36578, 3.25627, -3.25868], [-0.86913, 3.48683, -2.41836], [-2.69913, 5.32786, -1.24954], [-2.78614, 5.56303, -2.97943], [-0.07002, 5.29919, -1.62743], [-0.53772, 6.37260, -2.99896], [-0.66518, 6.82623, -0.28961], [-4.16116, 2.40212, -0.12371], [-4.50133, 4.18506, -2.11433], [-4.87106, 2.66254, -2.99351], [-7.93969, 1.51443, -0.74320], [-6.49113, 0.75965, -1.32352], [-7.19525, 0.67843, 1.27940], [-6.37411, 2.23635, 1.34381], [-5.50198, 0.76604, 0.85929], [-4.57474, 0.60601, -2.15296], [-3.73623, 0.22655, -0.61031], [-2.51331, 1.16425, -3.22001], [-3.90739, -2.54516, -1.74807], [-1.10209, 11.03391, 3.20559], [0.07597, 11.89969, 2.73258], [0.31211, 12.04203, 1.22486], [0.53412, 10.84749, 0.63976], [1.40501, 12.81038, 1.03394], [1.20855, 11.50275, 3.34864], [-0.20340, 13.16149, 3.16425], [-0.84805, 9.68674, 3.58889], [-0.80305, 8.65651, 2.70075], [0.59955, 8.03634, 2.62019], [1.53373, 8.95137, 2.34027], [0.62912, 7.09580, 1.62778], [-1.28847, 8.99640, 1.49603], [-1.61036, 7.67596, 3.18537], [-1.42431, 11.50137, 4.13404], [-1.94610, 11.10093, 2.51895], [-0.54392, 12.52659, 0.74799], [0.85016, 7.55620, 3.56795], [8.76048, -6.77060, -1.49918], [9.96533, -6.00836, -2.07190], [10.16348, -5.98969, -3.59157], [10.31114, -7.22641, -4.09699], [11.28517, -5.28665, -3.86646], [11.09506, -6.41013, -1.45839], [9.76163, -4.69905, -1.72957], [8.94744, -8.08816, -1.01395], [8.91072, -9.19151, -1.82518], [10.26550, -9.91071, -1.90781], [11.24332, -9.06630, -2.28175], [10.17287, -10.89567, -2.82705], [8.41959, -8.90142, -3.04331], [8.05780, -10.07015, -1.25296], [8.49132, -6.21158, -0.60448], [7.89999, -6.70852, -2.16599], [9.31720, -5.49714, -4.07884], [10.51637, -10.33977, -0.93585], [-6.00209, -6.19527, -1.05636], [-5.39809, -4.80185, -0.82976], [-5.88233, -3.97667, 0.36672], [-7.19887, -3.72918, 0.31701], [-5.23169, -2.78118, 0.33566], [-5.49290, -4.06309, -1.96588], [-4.06675, -5.00043, -0.59970], [-7.06092, -6.33501, -1.98204], [-8.37354, -6.11565, -1.64640], [-8.97361, -4.91518, -2.39352], [-8.22256, -3.80722, -2.21683], [-10.20780, -4.67566, -1.90741], [-8.53705, -6.01366, -0.31589], [-9.07048, -7.19349, -2.05494], [-5.19337, -6.76716, -1.50935], [-6.22763, -6.68247, -0.10694], [-5.63802, -4.48219, 1.30404], [-9.03541, -5.13610, -3.46058], [1.57787, -2.30168, 3.15492], [1.64089, -3.78509, 3.54769], [0.62433, -4.74451, 2.91886], [-0.64376, -4.38998, 3.20725], [0.83856, -5.98026, 3.41554], [1.63201, -3.90137, 4.88948], [2.85476, -4.22260, 3.10427], [0.90106, -1.38755, 4.00774], [-0.44495, -1.18152, 3.95380], [-1.17223, -1.62695, 5.23056], [-0.89874, -2.90786, 5.51847], [-2.50312, -1.50057, 5.02402], [-0.99154, -1.71152, 2.84604], [-0.63506, 0.16701, 3.86622], [2.61198, -1.96827, 3.20597], [1.26534, -2.18361, 2.11671], [0.75393, -4.77712, 1.83307], [-0.87076, -0.99692, 6.07002]],
  "forces_ev_per_a": [[0.1, -0.3, 0.2], [-0.2, 0.9, -0.4], [0.4, 0.0, 0.7], [-0.3, 0.1, -0.3], [0.0, 0.0, -0.1], [0.3, -0.1, 0.5], [-0.4, -0.5, -0.5], [0.7, 0.4, -0.3], [-0.2, -0.3, 0.4], [-0.5, 0.2, 0.4], [0.1, 0.0, -0.2], [-0.3, -0.1, 0.8], [-0.3, -0.6, 0.0], [0.2, 0.2, 0.0], [-0.2, -0.2, 0.4], [0.1, -0.2, 0.0], [0.6, 0.4, -0.6], [-1.2, 0.1, 0.5], [0.6, -0.3, -0.1], [-0.2, 0.1, -0.5], [-0.1, 0.2, 0.0], [0.0, 0.9, -0.6], [0.3, -0.1, 0.0], [-0.2, -0.2, 0.1], [0.0, 0.0, 0.2], [-0.2, -0.2, -0.2], [0.0, 0.1, 0.0], [0.1, 0.2, 0.0], [0.2, -0.2, 0.0], [-0.2, 0.1, 0.0], [0.0, 0.0, 0.1], [0.0, 0.2, -0.1], [-0.1, -0.1, -0.1], [0.0, -0.1, 0.0], [0.1, 0.2, 0.5], [0.0, 0.1, -0.2], [0.0, -0.1, -0.1], [0.0, 0.3, 0.5], [-0.1, -0.2, 0.0], [-0.1, -0.1, -0.1], [0.5, -0.2, -0.6], [-0.1, 0.0, 0.0], [-0.2, 0.1, 0.1], [-0.2, -0.1, 0.8], [0.2, 0.0, -0.3], [-0.2, -0.1, 0.1], [0.0, 0.1, -0.4], [-0.1, 0.0, 0.0], [-0.1, 0.1, -0.1], [0.0, 0.1, -0.1], [-0.1, -0.3, -0.1], [0.3, -0.3, 0.2], [0.1, -0.1, -0.4], [-0.1, 0.0, -0.2], [0.1, 0.0, 0.0], [-0.3, 0.0, 0.2], [-0.1, -0.1, 0.0], [0.0, 0.1, -0.1], [0.2, 0.0, -0.1], [0.1, 0.0, -0.3], [0.2, -0.1, 0.0], [0.0, 0.2, 0.0], [0.1, 0.2, 0.0], [0.0, 0.0, -0.1], [0.3, 0.3, -0.1], [0.1, 0.1, -0.1], [0.0, 0.1, -0.1], [0.0, 0.0, -0.1], [0.0, 0.0, 0.0], [0.0, 0.1, 0.0], [-0.1, -0.2, 0.3], [-0.2, -0.1, -0.1], [0.4, -0.2, -0.1], [0.1, -0.1, 0.4], [-0.6, 0.1, 0.2], [0.2, -0.3, 0.2], [0.0, 0.3, -0.1], [0.0, -0.1, 0.1], [0.0, 0.0, 0.0], [0.0, 0.0, -0.1], [-0.1, 0.1, -0.1], [0.6, 0.0, -0.1], [-0.4, 0.4, 0.1], [0.3, -0.1, 0.1], [-0.1, 0.1, -0.1], [-0.2, -0.1, 0.0], [0.2, -0.1, -0.1], [0.0, -0.2, 0.0], [0.0, 0.0, 0.0], [0.1, 0.0, -0.2], [0.0, 0.0, 0.0], [-0.1, 0.0, 0.0], [-0.6, 0.1, 0.2], [0.2, -0.3, 0.3], [0.0, 0.3, -0.1], [0.0, -0.1, 0.1], [0.0, 0.0, 0.0], [0.0, 0.0, -0.1], [-0.1, 0.1, -0.1], [0.6, 0.0, -0.2], [-0.3, 0.2, 0.1], [0.1, -0.1, 0.1], [0.0, 0.1, -0.1], [0.0, 0.0, 0.0], [0.1, 0.0, -0.1], [-0.1, -0.1, 0.0], [0.1, 0.0, 0.0], [0.1, -0.1, -0.2], [0.0, 0.0, 0.0], [0.0, 0.0, 0.0], [0.1, -0.6, 0.1], [-0.3, -0.1, -0.3], [0.1, 0.1, 0.2], [-0.1, 0.0, -0.1], [0.0, 0.0, 0.0], [0.1, 0.1, 0.0], [0.0, 0.0, 0.1], [0.0, 0.7, -0.1], [0.2, -0.3, 0.1], [-0.1, 0.0, -0.1], [0.0, 0.0, 0.1], [0.0, 0.0, 0.0], [0.0, 0.1, 0.0], [-0.1, -0.1, 0.0], [0.0, 0.0, 0.0], [-0.1, 0.2, 0.1], [0.0, 0.0, 0.0], [0.0, 0.0, 0.0], [0.3, 0.4, -0.4], [-0.1, 0.2, 0.4], [0.1, -0.2, -0.1], [0.0, 0.1, 0.1], [0.0, 0.0, 0.0], [-0.1, 0.0, -0.1], [0.0, 0.0, -0.1], [-0.1, -0.4, 0.4], [0.3, 0.0, -0.4], [-0.1, 0.1, 0.2], [0.0, -0.1, -0.1], [0.0, 0.0, 0.0], [-0.1, -0.1, 0.1], [0.0, -0.1, 0.1], [0.0, 0.0, 0.0], [-0.2, -0.1, 0.0], [0.0, 0.1, 0.0], [0.0, 0.0, 0.0]]
}